A molecular structure, C39H46I2N6SSbTi, computed with wB97M-V/def2-TZVPD.

Atoms and positions in Å:
Ti -0.07 0.43 -0.34
C -1.96 2.52 0.73
N -1.11 2.43 -0.49
C -1.95 2.53 -1.70
C -2.62 1.20 -1.78
N -2.08 0.19 -1.12
C -3.04 -0.85 -1.14
C -3.06 -2.07 -0.48
C -4.17 -2.87 -0.67
C -5.23 -2.46 -1.49
C -5.23 -1.23 -2.12
C -4.11 -0.43 -1.90
N -3.81 0.89 -2.28
C -1.32 1.76 1.82
N -0.58 0.66 1.59
C -0.11 0.22 2.86
C 0.71 -0.83 3.21
C 0.98 -0.99 4.56
C 0.42 -0.14 5.52
C -0.41 0.91 5.17
C -0.65 1.06 3.82
N -1.38 2.03 3.11
H -2.93 2.08 0.52
H -2.11 3.56 1.02
H -0.39 3.15 -0.41
H -1.32 2.73 -2.56
H -2.68 3.34 -1.62
H -2.25 -2.37 0.17
H -4.23 -3.83 -0.17
H -6.08 -3.12 -1.62
H -6.07 -0.90 -2.73
H -4.41 1.50 -2.82
H 1.13 -1.49 2.47
H 1.62 -1.81 4.88
H 0.64 -0.32 6.57
H -0.83 1.57 5.92
H -1.87 2.82 3.51
S 1.84 3.78 3.19
C 0.73 5.09 3.00
C 0.36 6.08 3.92
C -0.55 7.03 3.51
C -1.08 7.01 2.21
C -0.72 6.04 1.30
C 0.20 5.06 1.71
N 0.65 4.00 0.92
C 1.51 3.27 1.56
C 2.27 2.15 0.95
C 3.59 2.04 1.33
C 4.48 1.16 0.70
C 4.04 0.41 -0.37
C 2.71 0.47 -0.75
C 1.77 1.29 -0.08
H 0.79 6.11 4.92
H -0.85 7.81 4.20
H -1.78 7.78 1.91
H -1.10 6.05 0.29
H 3.98 2.69 2.10
H 5.52 1.13 1.00
H 4.73 -0.21 -0.93
H 2.41 -0.10 -1.61
I 0.39 0.64 -3.48
C 1.58 2.31 -4.10
I 1.71 3.84 -2.66
H 1.09 2.68 -5.00
H 2.57 1.92 -4.30
C -0.59 -4.87 -2.44
C -0.37 -3.40 -2.80
C -1.66 -2.75 -3.30
Sb 0.70 -2.40 -1.19
C 2.71 -2.71 -1.99
C 3.00 -2.00 -3.31
C 2.92 -4.21 -2.16
C 0.84 -3.84 0.42
C 2.17 -3.64 1.17
C -0.39 -3.85 1.33
H -0.97 -5.40 -3.31
H -1.34 -4.97 -1.65
H 0.32 -5.39 -2.12
H 0.39 -3.32 -3.59
H -2.48 -2.93 -2.61
H -1.93 -3.19 -4.26
H -1.58 -1.67 -3.45
H 3.36 -2.32 -1.20
H 2.36 -2.38 -4.12
H 4.03 -2.22 -3.60
H 2.89 -0.92 -3.29
H 2.34 -4.60 -3.00
H 2.68 -4.81 -1.28
H 3.97 -4.38 -2.39
H 0.87 -4.78 -0.13
H 2.45 -2.60 1.30
H 3.00 -4.12 0.65
H 2.10 -4.10 2.16
H -0.51 -2.91 1.89
H -0.28 -4.65 2.07
H -1.30 -4.05 0.78

Calculated values
DFT total energy ... -106797.8288 eV
Orbital gap ... 6.15 eV
Net charge ... +3

Results of the Löwdin charge analysis, in e, for atoms 1 through 5: number 1, Ti, carries 0.877; number 2, C, carries -0.066; number 3, N, carries -0.104; number 4, C, carries -0.125; number 5, C, carries -0.352

***

A molecular structure, C39H46N7O2SSeSiSr at a distorted geometry, computed with wB97M-V/def2-TZVPD.

Atoms and positions in Å:
Sr 1.61 -0.96 0.68
C -6.00 1.72 1.22
C -4.66 1.43 0.59
C -4.24 2.06 -0.55
C -2.94 1.89 -1.08
C -2.59 2.60 -2.25
N -1.40 2.98 -2.64
C -0.23 3.24 -1.78
C -0.52 4.44 -0.87
C 0.75 5.17 -0.41
N 1.44 4.37 0.60
C 1.36 4.57 1.88
C 1.60 3.54 2.82
C 1.70 3.82 4.21
C 1.79 2.82 5.14
C 2.07 3.10 6.59
C 1.68 1.48 4.68
C 1.61 1.17 3.34
C 1.71 -0.28 3.01
N 2.77 -0.82 2.37
C 2.56 -2.22 2.47
C 1.28 -2.72 1.74
C 0.21 -1.76 2.06
N -0.53 -1.11 1.07
C -1.69 -0.68 1.43
C -2.52 0.23 0.69
C -3.78 0.52 1.20
C -2.03 0.89 -0.51
O -0.98 0.58 -1.06
C 1.65 2.19 2.34
O 1.70 1.92 1.11
H -6.64 2.28 0.53
H -5.88 2.32 2.12
H -6.52 0.81 1.50
H -4.89 2.79 -1.03
H -3.39 2.87 -2.92
H -1.34 3.36 -3.57
H 0.61 3.47 -2.45
H 0.05 2.34 -1.24
H -1.06 4.12 0.02
H -1.15 5.16 -1.41
H 0.50 6.14 0.01
H 1.42 5.32 -1.26
H 1.68 3.39 0.36
H 1.06 5.55 2.24
H 1.74 4.85 4.53
H 1.93 4.15 6.82
H 3.11 2.85 6.82
H 1.43 2.51 7.26
H 1.69 0.68 5.41
H 1.39 -0.82 3.89
H 2.33 -2.49 3.49
H 3.41 -2.86 2.22
H 1.10 -3.70 2.17
H 1.45 -2.82 0.68
H 0.79 -0.72 2.26
H -0.25 -1.99 3.01
H -2.03 -0.98 2.42
H -4.10 0.02 2.11
N -1.48 -5.31 -1.45
C -2.71 -4.84 -0.91
C -3.88 -4.97 -1.65
C -5.08 -4.50 -1.15
C -5.13 -3.84 0.07
C -3.95 -3.68 0.80
C -2.76 -4.21 0.33
S -1.28 -3.99 1.28
N -0.11 -4.14 0.06
C -0.30 -4.70 -1.06
C 0.85 -4.64 -2.01
C 1.38 -5.78 -2.59
C 2.51 -5.64 -3.38
C 3.05 -4.38 -3.56
C 2.44 -3.30 -2.94
N 1.36 -3.42 -2.18
H -1.53 -5.60 -2.41
H -3.85 -5.46 -2.61
H -5.99 -4.63 -1.73
H -6.06 -3.45 0.46
H -3.96 -3.15 1.74
H 0.94 -6.75 -2.40
H 2.97 -6.51 -3.83
H 3.93 -4.24 -4.17
H 2.81 -2.28 -3.03
C 1.60 0.91 -4.44
Si 3.01 1.19 -3.23
C 4.66 0.36 -3.60
C 3.35 2.99 -2.69
Se 2.28 0.20 -1.34
H 1.88 0.76 -5.48
H 0.88 1.73 -4.37
H 1.13 0.02 -4.02
H 5.47 1.07 -3.79
H 4.62 -0.34 -4.44
H 4.84 -0.18 -2.67
H 4.40 3.24 -2.82
H 3.12 2.93 -1.63
H 2.76 3.76 -3.20

Calculated values
DFT total energy ... -140597.1469 eV
Orbital gap ... 5.50 eV
ΔE to the lowest compared entry with this formula, charge and spin ... 1265.29 kJ/mol
Net charge ... +1

Results of the Löwdin charge analysis, in e, for atoms 1 through 5: number 1, Sr, carries 1.271; number 2, C, carries -0.050; number 3, C, carries -0.267; number 4, C, carries 0.015; number 5, C, carries -0.118